9
Properties=species:S:1:pos:R:3:forces:R:3 method="wB97M-V/def2-TZVPD" homo_ev=-3.37 charge=-1 gap_ev=7.187 multiplicity=1
C -1.185 0.349 -0.062 2.3 2.8 2.9
C -0.026 0.750 0.594 -0.2 -2.5 -2.3
O -1.357 -0.304 -1.174 0.5 -1.5 -2.3
O 1.913 -0.256 -1.194 -0.2 -0.4 -2.5
P 1.798 0.214 0.197 -1.0 1.7 1.5
Br 1.474 -1.789 1.299 -0.1 -1.3 1.0
H -2.137 0.764 0.177 -0.8 0.2 1.0
H -0.528 -0.710 -1.468 0.3 0.1 0.0
H 0.047 0.983 1.631 -0.9 0.9 0.6



18
Properties=species:S:1:pos:R:3:forces:R:3 method="wB97M-V/def2-TZVPD" homo_ev=-8.35 charge=0 gap_ev=8.827 multiplicity=1
S 2.658 -0.693 0.613 -0.1 -0.1 0.1
S 1.618 0.316 2.131 -0.1 -0.2 0.0
C 0.203 0.779 1.107 0.5 0.9 -1.3
C -0.583 -0.378 0.515 0.1 -0.3 -0.1
C -1.961 0.048 0.004 0.0 0.6 0.1
N -2.960 -0.988 -0.121 -0.2 -0.3 -0.1
H 3.894 -0.392 1.031 0.0 0.2 0.0
H -0.421 1.528 1.603 0.0 -0.5 0.6
H 0.622 1.377 0.283 0.0 -0.2 0.1
H -0.031 -0.826 -0.318 0.1 0.1 0.1
H -0.654 -1.185 1.244 -0.3 0.1 0.2
H -2.343 0.836 0.662 -0.2 -0.2 0.2
H -1.891 0.572 -0.955 0.2 -0.2 -0.1
H -2.769 -1.645 -0.873 0.1 0.2 0.2
H -3.061 -1.508 0.742 0.0 0.0 -0.1
H -2.938 0.877 -6.349 0.0 0.1 0.1
H -2.590 1.612 -5.045 0.0 0.1 -0.1
O -2.643 0.740 -5.443 0.0 -0.1 0.0



50
Properties=species:S:1:pos:R:3:forces:R:3 method="wB97M-V/def2-TZVPD" homo_ev="-11.11 / -11.15" charge=+1 gap_ev="7.241 / 7.408" multiplicity=2
Ru 0.260 0.222 0.011 -1.9 1.1 -1.8
C -0.739 0.021 3.183 0.0 0.0 0.1
C 0.034 -1.305 3.216 0.1 0.0 0.0
C 0.869 -1.386 4.493 -0.1 -0.1 0.0
C 0.860 -1.492 1.955 0.1 -0.1 0.2
C 0.289 -2.133 0.829 0.1 0.3 0.2
C 1.016 -2.295 -0.344 0.3 0.0 0.1
C 2.344 -1.830 -0.448 0.0 -0.2 0.0
C 3.104 -2.008 -1.730 0.0 0.0 0.0
C 2.913 -1.252 0.672 0.1 -0.1 0.2
C 2.185 -1.090 1.859 0.2 -0.1 0.0
H -1.594 -0.008 3.859 0.0 0.0 0.0
H -1.122 0.251 2.184 -0.1 0.0 0.0
H -0.094 0.846 3.498 0.0 0.0 -0.1
H -0.694 -2.120 3.240 0.0 0.0 -0.1
H 1.574 -0.556 4.563 0.0 0.0 0.0
H 1.427 -2.321 4.551 0.0 0.0 0.0
H 0.216 -1.328 5.364 0.0 0.0 0.0
H -0.698 -2.570 0.919 -0.1 0.1 -0.1
H 0.581 -2.834 -1.174 -0.1 0.1 0.0
H 2.562 -1.562 -2.566 0.0 0.0 0.0
H 3.227 -3.068 -1.959 0.0 0.0 0.0
H 4.092 -1.555 -1.672 0.0 0.0 0.0
H 3.949 -0.936 0.636 0.0 0.0 0.0
H 2.677 -0.657 2.720 0.0 0.0 0.0
F -1.806 1.061 -4.692 -0.1 -0.1 0.0
C -2.557 0.013 -4.308 0.0 0.0 0.0
F -3.709 0.069 -4.988 0.1 0.0 0.0
F -1.910 -1.102 -4.688 0.0 0.1 0.0
C -2.793 0.029 -2.821 -0.1 0.0 -0.1
C -4.069 0.119 -2.300 0.0 0.0 0.1
C -4.254 0.175 -0.921 0.0 0.0 -0.1
C -3.140 0.140 -0.112 0.0 0.0 0.0
N -1.909 0.028 -0.618 0.0 -0.4 0.6
C -1.720 -0.025 -1.930 0.1 -0.1 -0.4
S -0.022 -0.170 -2.304 0.5 -0.1 0.3
H -4.919 0.151 -2.968 0.0 0.0 0.0
H -5.241 0.249 -0.490 0.0 0.0 0.0
H -3.221 0.195 0.966 0.0 0.0 0.0
N 0.381 4.079 -1.788 -0.1 -0.1 0.0
C 0.509 2.982 -1.045 0.0 0.3 -0.3
O -0.409 2.150 -0.945 0.1 -0.2 0.7
C 1.771 2.695 -0.326 0.3 0.2 0.3
C 1.406 1.752 0.797 0.6 -0.8 -0.1
H -0.459 4.220 -2.325 0.0 0.0 0.0
H 1.123 4.751 -1.865 0.0 0.0 0.0
H 2.262 3.604 0.036 0.0 0.0 -0.1
H 2.458 2.223 -1.035 0.0 0.0 0.0
H 0.701 2.196 1.503 0.1 0.1 0.1
H 2.290 1.383 1.309 0.0 0.1 0.1



20
Properties=species:S:1:pos:R:3:forces:R:3 method="wB97M-V/def2-TZVPD" homo_ev=-8.23 charge=0 gap_ev=9.109 multiplicity=1
C -1.781 -1.535 1.675 1.6 1.1 1.9
C -2.621 -1.052 0.553 -2.1 4.7 -0.1
H -1.178 -2.379 1.390 0.4 -0.3 -0.1
H -1.113 -0.715 2.034 0.4 -0.3 -1.4
H -2.035 -1.671 2.733 -1.8 -0.8 -0.5
H -1.984 -0.645 -0.269 -0.5 -0.6 0.5
H -3.363 -0.092 0.788 2.4 -1.5 0.2
H -3.483 -1.521 0.171 -0.3 -2.2 -0.6
C 1.920 -1.058 -1.111 -2.6 -1.7 -1.1
C 1.242 1.426 -1.585 0.3 0.5 2.3
C 1.590 0.335 -0.740 0.6 2.3 -3.3
C 1.273 2.059 0.588 1.1 -1.8 -4.0
N 1.082 2.548 -0.775 0.1 -1.7 2.9
N 1.662 0.762 0.496 -1.2 2.7 2.9
H 1.048 1.697 -2.579 0.0 -0.8 -1.5
H 0.827 3.482 -1.128 0.2 -1.0 0.7
H 1.767 -1.183 -2.251 0.2 0.1 1.8
H 0.927 -1.574 -0.609 3.0 0.1 -1.1
H 1.263 2.592 1.502 -0.1 0.7 0.3
H 2.956 -1.476 -0.884 -1.7 0.6 0.3



28
Properties=species:S:1:pos:R:3:forces:R:3 method="wB97M-V/def2-TZVPD" homo_ev="-5.60 / -8.97" charge=0 gap_ev="6.288 / 8.490" multiplicity=3
C 3.072 0.041 -0.712 2.1 0.5 -1.7
C 2.607 1.358 -0.619 1.4 -0.3 -2.3
C 2.403 -1.020 -0.206 -1.3 -1.3 0.7
C 1.524 1.655 0.122 -2.4 -0.4 2.1
C 1.192 -0.806 0.445 0.5 2.7 0.2
C 0.777 0.562 0.725 2.3 -0.9 -0.6
C 0.382 -1.935 0.817 -2.0 -0.4 -0.9
C -0.751 -2.282 0.181 1.3 -2.5 0.1
C -2.462 -0.968 -0.516 -1.9 0.4 0.3
C -1.266 -1.624 -1.037 0.1 1.9 -2.2
C -1.326 1.795 1.229 1.8 2.6 -1.0
C -0.247 0.784 1.654 -2.4 -0.4 0.6
C -1.844 1.247 -0.132 -1.0 1.1 1.7
N -2.634 0.199 -0.038 0.3 0.5 1.1
O -1.469 1.579 -1.372 1.3 1.4 -1.8
H 4.009 -0.043 -1.344 -1.2 -0.4 0.9
H 3.115 1.927 -1.430 -0.5 0.7 1.5
H 2.619 -2.087 -0.300 0.7 0.5 -0.4
H 1.131 2.632 0.478 0.8 -0.4 -1.1
H 0.719 -2.574 1.575 0.5 -0.8 1.2
H -1.251 -3.270 0.452 0.6 1.5 -0.1
H -3.287 -1.538 -0.204 -0.9 -1.6 -0.1
H -0.640 -0.773 -1.438 0.0 -1.2 0.5
H -1.561 -2.232 -1.943 0.6 0.0 1.2
H -2.115 2.133 1.962 0.7 -1.0 -0.8
H -0.702 2.805 1.021 -1.6 -2.0 0.3
H -0.580 -0.101 2.254 0.3 1.0 -0.5
H -1.417 2.535 -1.624 -0.1 -1.1 1.0



47
Properties=species:S:1:pos:R:3:forces:R:3 method="wB97M-V/def2-TZVPD" homo_ev=-10.11 charge=0 gap_ev=10.308 multiplicity=1
C -1.899 2.955 -0.005 0.3 0.4 -0.1
C -0.977 2.042 -0.790 -0.1 0.2 -0.4
O -1.335 2.164 -2.179 0.0 -0.1 0.1
C -1.099 0.556 -0.397 0.1 -0.1 0.0
C 0.109 -0.022 0.375 -0.8 1.1 -0.7
C 1.390 -0.042 -0.447 0.3 -0.2 0.4
C 1.369 -0.837 -1.758 0.4 -0.4 0.2
C 2.698 -1.555 -2.014 0.0 0.2 0.2
Br 1.054 0.279 -3.323 -0.2 0.0 -0.1
O 0.316 0.941 1.502 -0.1 -0.2 -0.1
S -0.637 0.546 2.720 -0.4 -0.2 0.4
O -1.704 1.465 2.886 0.1 0.0 -0.2
O 0.177 0.203 3.833 0.1 0.0 -0.2
O -1.258 -0.794 2.062 0.2 0.2 0.1
C -0.198 -1.264 1.204 1.1 -0.2 0.3
C -0.385 -2.636 0.599 -0.7 0.0 0.2
C 0.928 -3.422 0.573 0.0 -0.2 0.2
C 1.263 -4.027 1.954 -0.1 0.2 -0.3
C 2.674 -3.812 2.432 -0.2 -0.2 -0.2
O 3.313 -4.665 2.952 0.4 -0.4 0.4
O 3.166 -2.538 2.324 0.1 0.3 -0.1
H -1.657 2.973 1.052 -0.1 -0.2 0.2
H -1.773 3.974 -0.376 0.0 -0.1 0.0
H -2.939 2.683 -0.176 0.0 -0.1 0.1
H 0.042 2.416 -0.667 0.1 -0.2 0.1
H -0.663 2.692 -2.616 -0.1 0.0 -0.1
H -1.280 -0.005 -1.313 0.1 -0.1 0.0
H -1.981 0.460 0.232 -0.1 -0.2 0.0
H 2.163 -0.494 0.179 0.1 0.1 0.1
H 1.724 0.975 -0.635 -0.1 0.1 0.0
H 0.578 -1.580 -1.762 -0.2 0.1 0.0
H 2.573 -2.381 -2.707 0.0 0.0 -0.1
H 3.110 -1.944 -1.083 0.0 -0.2 0.0
H 3.432 -0.857 -2.410 0.1 0.0 -0.1
H 0.659 -1.347 1.888 0.2 -0.2 -0.2
H -1.051 -3.179 1.272 -0.2 0.0 -0.1
H -0.888 -2.616 -0.367 0.0 0.1 -0.1
H 1.751 -2.797 0.242 0.0 0.1 -0.2
H 0.850 -4.239 -0.142 0.0 0.0 -0.1
H 1.094 -5.099 1.953 -0.1 0.0 0.1
H 0.614 -3.592 2.718 0.0 0.0 0.1
H 3.386 -2.326 1.410 -0.1 0.1 0.0
C -3.783 6.126 -2.336 0.0 0.1 0.0
Cl -4.687 5.132 -1.199 0.0 0.0 0.0
Cl -3.987 7.838 -1.964 0.0 0.0 0.0
Cl -2.068 5.700 -2.369 -0.1 0.1 -0.1
H -4.183 5.948 -3.325 0.0 0.0 0.0



22
Properties=species:S:1:pos:R:3:forces:R:3 method="wB97M-V/def2-TZVPD" homo_ev=-8.56 charge=0 gap_ev=8.639 multiplicity=1
C 2.365 -1.380 -0.758 1.1 1.1 -1.8
C 1.222 -0.203 0.885 0.8 0.3 -0.1
C 1.063 -1.227 -0.176 2.1 1.2 1.1
C -2.769 0.645 -1.209 -0.2 -0.6 0.1
C -0.105 -1.801 -0.276 -1.5 -0.9 0.6
C -3.822 0.109 -0.592 0.1 -0.5 0.7
C -1.587 1.310 -0.501 -0.4 -1.1 -1.6
C 3.204 1.018 1.681 -2.2 -1.5 2.3
N 3.205 -0.480 -0.321 -0.4 -1.0 0.7
N -1.180 -2.295 -0.092 1.9 -0.5 0.4
N 2.525 0.141 0.726 -1.7 -0.1 0.3
Cl -3.866 0.050 1.178 -0.4 0.2 -0.7
H 2.699 -1.889 -1.664 -0.4 -0.3 0.4
H -4.643 -0.459 -1.078 0.7 0.6 0.4
H -2.802 0.335 -2.280 0.5 1.1 0.6
H -0.697 1.271 -1.079 0.7 -0.2 -0.9
H -1.623 2.299 -0.177 -1.1 2.2 -0.2
H -1.293 0.904 0.416 0.0 -1.6 1.4
H 2.372 1.434 2.368 1.5 -0.7 -1.2
H 3.948 0.475 2.284 -0.5 -0.3 -0.1
H 3.752 1.771 1.262 1.0 2.1 -1.6
H -1.968 -2.026 -0.597 -1.8 0.6 -1.0



47
Properties=species:S:1:pos:R:3:forces:R:3 method="wB97M-V/def2-TZVPD" homo_ev=-13.12 charge=+1 gap_ev=7.208 multiplicity=1
N -1.077 -0.298 -2.082 0.5 -0.2 0.8
C -0.729 -0.175 -0.647 -1.9 0.3 -1.0
C -0.465 1.313 -0.207 -0.2 0.0 0.5
C 0.644 1.520 0.891 -0.2 1.3 -0.9
N 1.413 0.302 1.292 -1.5 -0.7 0.4
C 0.757 -0.912 0.967 0.7 0.8 -2.4
N 0.450 -1.861 1.837 -0.3 0.0 0.5
N 0.405 -1.118 -0.418 1.7 0.3 2.1
H -1.495 0.566 -2.416 0.2 -0.2 0.0
H -0.242 -0.523 -2.623 -0.3 0.3 0.0
H -1.635 -0.554 -0.106 1.0 0.1 0.0
H -1.430 1.694 0.217 0.8 -0.3 -0.4
H -0.254 1.945 -1.096 0.1 -0.6 0.5
H 1.392 2.239 0.474 -0.6 -0.6 0.5
H 0.206 2.006 1.793 0.4 -0.6 -0.5
H 2.315 0.357 0.808 0.0 -0.5 0.4
H -0.201 -1.730 2.617 1.3 0.6 0.4
H 0.869 -2.787 1.761 -1.1 -0.1 -0.9
H 1.200 -0.754 -0.960 -0.4 0.1 0.0
C 3.259 0.386 -7.093 0.1 -0.3 0.3
C 3.014 1.683 -6.349 0.0 0.0 -0.9
O 2.766 1.434 -4.952 0.0 0.0 0.8
C 3.847 1.265 -4.190 -0.4 0.3 -1.5
O 4.972 1.301 -4.578 0.3 -0.1 0.6
C 3.435 1.060 -2.736 0.2 0.0 1.1
F 2.400 0.204 -2.607 -0.3 -0.2 -0.2
F 3.049 2.207 -2.162 -0.1 0.2 -0.2
F 4.421 0.575 -1.988 0.2 -0.1 -0.3
H 2.430 -0.307 -6.937 -0.1 0.1 -0.1
H 3.367 0.572 -8.161 0.0 0.0 0.0
H 4.162 -0.109 -6.734 0.0 0.1 -0.1
H 2.121 2.172 -6.738 -0.1 0.0 0.3
H 3.844 2.380 -6.473 0.0 -0.1 0.2
C -1.786 -0.303 4.188 0.0 0.0 0.2
C -2.889 -1.227 3.704 0.3 0.3 -0.3
O -3.536 -1.863 4.807 -0.2 -0.3 0.1
C -4.481 -1.135 5.419 0.5 0.2 -0.8
O -4.791 -0.028 5.104 -0.2 0.1 0.2
C -5.126 -1.941 6.542 -0.6 -0.7 1.2
F -4.217 -2.587 7.280 0.3 0.1 -0.2
F -5.962 -2.863 6.054 0.1 0.0 -0.5
F -5.825 -1.174 7.369 0.1 0.4 -0.3
H -1.083 -0.844 4.827 0.0 0.0 -0.1
H -1.239 0.124 3.341 -0.1 0.1 0.0
H -2.191 0.516 4.782 0.0 0.0 -0.1
H -2.468 -2.028 3.092 -0.2 -0.2 0.2
H -3.614 -0.697 3.084 -0.1 0.0 0.2



Number 1: E -85550.555 eV. Number 2: E -28497.141 eV. Number 3: E -46667.753 eV. Number 4: E -9394.431 eV. Number 5: E -17223.409 eV. Number 6: E -146614.510 eV. Number 7: E -25445.815 eV. Number 8: E -43231.693 eV.